1) One molecule with the formula C3H4N2O. Source: the Open Molecules 2025 dataset; level of theory: wB97M-V/def2-TZVPD.

LUMO level in eV: 0.56
Spin multiplicity: 1
HOMO-LUMO gap in eV: 11.20

Each line ends with the natural charge from an NBO analysis.
CARTESIAN COORDINATES (ANGSTROEM)
O -1.446 1.446 -0.294  -0.59
N -0.534 -0.585 0.178  -0.61
N 2.393 0.353 -1.444  -0.30
C 0.737 -0.021 0.570  -0.33
C -1.531 0.238 -0.270  0.53
C 1.663 0.191 -0.562  0.26
H -2.431 -0.319 -0.584  0.12
H 1.221 -0.670 1.305  0.24
H 0.549 0.950 1.037  0.27
H -0.620 -1.584 0.065  0.41


2) One molecule with the formula C3H4N2O. Source: the Open Molecules 2025 dataset; level of theory: wB97M-V/def2-TZVPD.

LUMO level in eV: 0.87
Spin multiplicity: 1
HOMO-LUMO gap in eV: 9.72

Each line ends with the natural charge from an NBO analysis.
CARTESIAN COORDINATES (ANGSTROEM)
O 0.135 1.844 -0.512  -0.58
N 0.140 0.116 1.027  -0.54
N -1.047 -0.950 -1.156  -0.83
C -0.072 -0.763 -0.205  0.33
C 0.368 1.441 0.608  0.53
C 1.019 -0.949 0.420  -0.07
H -1.300 -0.045 -1.542  0.41
H 1.950 -1.413 0.702  0.24
H 0.678 2.117 1.423  0.12
H -1.871 -1.397 -0.764  0.39


3) One molecule with the formula C3H4N2O. Source: the Open Molecules 2025 dataset; level of theory: wB97M-V/def2-TZVPD.

LUMO level in eV: 0.63
Spin multiplicity: 1
HOMO-LUMO gap in eV: 9.88

Each line ends with the natural charge from an NBO analysis.
CARTESIAN COORDINATES (ANGSTROEM)
O -2.006 0.322 0.336  -0.68
N 1.106 -1.155 -0.369  -0.27
N -0.231 -1.111 -0.227  -0.36
C 0.431 0.910 0.313  -0.40
C 1.509 0.056 -0.021  -0.04
C -0.674 0.108 0.168  0.42
H 0.449 1.958 0.571  0.23
H -2.208 0.262 1.279  0.49
H -0.801 -1.814 -0.666  0.41
H 2.568 0.282 -0.020  0.21


4) One molecule with the formula C3H4N2O. Source: the Open Molecules 2025 dataset; level of theory: wB97M-V/def2-TZVPD.

LUMO level in eV: 0.73
Spin multiplicity: 1
HOMO-LUMO gap in eV: 10.40

Each line ends with the natural charge from an NBO analysis.
CARTESIAN COORDINATES (ANGSTROEM)
O -0.214 -1.160 1.081  -0.32
N 1.825 0.028 -0.220  -0.86
N -1.533 -0.810 1.112  -0.07
C 0.481 -0.313 0.010  0.41
C -0.535 0.385 -0.518  -0.35
C -1.717 0.130 0.225  -0.06
H -0.381 0.816 -1.488  0.24
H -2.666 0.647 0.134  0.21
H 2.192 0.838 0.272  0.40
H 2.548 -0.562 -0.608  0.40


In terms of stability, 1) leads; the second structure lies 10.8 kcal/mol higher.


1) One molecule with the formula C8H8O2S2. Source: the Open Molecules 2025 dataset; level of theory: wB97M-V/def2-TZVPD.

LUMO level in eV: -0.38
Spin multiplicity: 1
HOMO-LUMO gap in eV: 8.59

Each line ends with the natural charge from an NBO analysis.
CARTESIAN COORDINATES (ANGSTROEM)
S -3.225 1.173 -0.964  0.00
S 1.786 -2.888 0.333  -0.05
O -0.709 0.659 -1.774  -0.48
O 0.491 -0.969 1.737  -0.47
C -1.283 -0.399 0.283  -0.35
C -0.248 -1.225 -0.460  -0.38
C 1.300 0.850 -0.487  -0.44
C -0.355 0.153 1.398  0.10
C -1.700 0.567 -0.815  0.23
C 0.600 1.234 0.826  -0.44
C 0.635 -1.704 0.589  0.27
C 0.397 -0.121 -1.287  0.10
H 0.966 -0.580 -2.099  0.23
H -2.135 -0.974 0.651  0.26
H -0.928 0.501 2.237  0.22
H 1.307 1.522 1.596  0.23
H -0.017 2.125 0.622  0.22
H -0.625 -2.059 -1.054  0.27
H 2.262 0.371 -0.233  0.23
H 1.482 1.763 -1.098  0.24


2) One molecule with the formula C8H8O2S2. Source: the Open Molecules 2025 dataset; level of theory: wB97M-V/def2-TZVPD.

LUMO level in eV: 0.24
Spin multiplicity: 1
HOMO-LUMO gap in eV: 9.40

Each line ends with the natural charge from an NBO analysis.
CARTESIAN COORDINATES (ANGSTROEM)
S -2.886 -1.187 -0.334  -0.41
S -1.522 -0.135 0.592  1.81
O -1.747 0.299 1.961  -0.90
O -1.129 1.162 -0.316  -0.72
C -1.825 3.224 -1.051  -0.45
C 2.021 -1.960 1.241  -0.20
C 0.715 -1.515 1.402  -0.20
C 0.101 -0.838 0.311  -0.28
C 2.033 -1.150 -1.086  -0.22
C 2.695 -1.767 -0.007  -0.18
C 0.737 -0.751 -0.956  -0.19
C -1.885 2.340 -0.102  0.10
H 2.587 -2.528 2.047  0.23
H -1.393 3.108 -1.969  0.21
H 0.265 -1.385 2.312  0.23
H 0.131 -0.138 -1.619  0.24
H -2.603 2.162 0.802  0.23
H 2.421 -0.962 -2.123  0.23
H 3.674 -2.164 -0.141  0.22
H -2.389 4.184 -0.964  0.22


In terms of stability, 1) leads; the second structure lies 54.0 kcal/mol higher.


1) A 2-piece molecular cluster, CH3N3O overall. Source: the Open Molecules 2025 dataset; level of theory: wB97M-V/def2-TZVPD.

LUMO level (alpha / beta) in eV: -0.18 / -1.56
Spin multiplicity: 1
HOMO-LUMO gap (alpha / beta) in eV: 9.43 / 7.86

Each line ends with the natural charge from an NBO analysis.
CARTESIAN COORDINATES (ANGSTROEM)
O 0.033 -1.525 -0.191  -0.25
N -2.989 0.345 0.039  -0.64
N 1.722 -0.170 0.164  -0.59
N -1.045 -0.940 -0.197  0.01
C -1.978 -0.314 0.257  0.48
H -3.602 0.708 0.764  0.39
H 2.054 -1.108 0.018  0.30
H 1.379 0.053 -0.774  0.30


2) One molecule with the formula CH3N3O. Source: the Open Molecules 2025 dataset; level of theory: wB97M-V/def2-TZVPD.

LUMO level (alpha / beta) in eV: -0.71 / -1.43
Spin multiplicity: 1
HOMO-LUMO gap (alpha / beta) in eV: 9.06 / 8.33

Each line ends with the natural charge from an NBO analysis.
CARTESIAN COORDINATES (ANGSTROEM)
O 1.272 0.236 0.336  -0.14
N 2.492 -0.145 -0.115  -0.18
N -2.106 -0.625 0.145  -0.63
N 0.195 -0.486 -0.018  -0.06
C -1.029 -0.030 -0.139  0.19
H 3.247 0.441 0.492  0.31
H -1.043 0.969 -0.638  0.14
H -3.028 -0.360 -0.064  0.37


In terms of stability, 1) leads; the second structure lies 12.6 kcal/mol higher.


1) A 2-piece molecular cluster, C5H13NO overall. Source: the Open Molecules 2025 dataset; level of theory: wB97M-V/def2-TZVPD.

LUMO level in eV: 0.73
Spin multiplicity: 1
HOMO-LUMO gap in eV: 10.34

Each line ends with the natural charge from an NBO analysis.
CARTESIAN COORDINATES (ANGSTROEM)
O 2.785 -0.393 -2.727  -0.60
N 2.330 -1.405 -0.941  -0.84
C -1.882 1.524 0.700  -0.64
C -0.609 0.166 2.485  -0.60
C 0.388 -0.670 -2.284  -0.71
C 1.923 -0.866 -2.099  0.68
C -0.743 0.560 0.963  -0.39
H 0.295 -0.588 2.568  0.20
H -1.627 2.331 -0.006  0.23
H 0.328 0.291 -2.908  0.25
H 0.000 -1.556 -2.623  0.23
H -2.385 1.642 1.689  0.21
H -0.509 1.099 2.999  0.20
H 0.135 0.867 0.572  0.19
H 0.061 -0.453 -1.179  0.22
H -1.128 -0.469 0.573  0.18
H -2.694 1.039 0.127  0.21
H 1.673 -1.605 -0.167  0.37
H 3.203 -1.217 -0.497  0.40
H -1.545 -0.297 2.754  0.20


2) A 2-piece molecular cluster, C5H13NO overall. Source: the Open Molecules 2025 dataset; level of theory: wB97M-V/def2-TZVPD.

LUMO level in eV: 0.75
Spin multiplicity: 1
HOMO-LUMO gap in eV: 10.60

Each line ends with the natural charge from an NBO analysis.
CARTESIAN COORDINATES (ANGSTROEM)
O 3.701 -0.365 -0.838  -0.60
N 1.621 0.496 -0.905  -0.84
C 2.533 -0.489 -1.137  0.67
C -0.910 -0.519 1.121  -0.61
C -2.235 0.244 1.059  -0.41
C -2.028 1.712 1.477  -0.62
C 2.052 -1.647 -1.974  -0.72
H 0.659 0.486 -1.208  0.39
H 1.918 -1.301 -3.005  0.23
H 1.969 1.423 -0.675  0.40
H 1.082 -2.012 -1.667  0.22
H -0.674 -0.839 2.136  0.21
H -2.765 2.088 2.195  0.21
H -1.037 1.886 1.885  0.20
H -2.987 -0.232 1.693  0.20
H -2.166 2.439 0.680  0.20
H -2.553 0.298 0.018  0.19
H -0.913 -1.406 0.483  0.20
H -0.122 0.105 0.707  0.20
H 2.857 -2.367 -2.044  0.24


3) A 2-piece molecular cluster, C5H13NO overall. Source: the Open Molecules 2025 dataset; level of theory: wB97M-V/def2-TZVPD.

LUMO level in eV: 0.68
Spin multiplicity: 1
HOMO-LUMO gap in eV: 9.52

Each line ends with the natural charge from an NBO analysis.
CARTESIAN COORDINATES (ANGSTROEM)
O -0.620 -0.069 -3.224  -0.94
N 0.505 0.844 -0.321  -0.64
C -0.655 0.560 0.571  -0.22
C 0.757 2.294 -0.428  -0.41
C -0.324 -0.438 1.668  -0.46
C 0.347 -2.693 0.859  -0.42
C 0.685 -1.494 1.296  -0.15
H -0.671 -3.045 0.823  0.19
H 1.158 -3.349 0.563  0.20
H 0.086 0.088 2.546  0.20
H -1.224 -0.896 2.088  0.21
H -0.061 2.806 -0.933  0.16
H -0.493 -1.000 -2.995  0.48
H 0.989 2.704 0.546  0.19
H -1.017 1.483 1.011  0.18
H 0.198 0.553 -1.240  0.37
H 1.632 2.448 -1.067  0.20
H 1.704 -1.157 1.196  0.21
H -1.479 0.228 -0.054  0.17
H -1.517 0.133 -2.905  0.47


4) A 3-piece molecular cluster, C5H13NO overall. Source: the Open Molecules 2025 dataset; level of theory: wB97M-V/def2-TZVPD.

LUMO level in eV: 0.70
Spin multiplicity: 1
HOMO-LUMO gap in eV: 7.41

Each line ends with the natural charge from an NBO analysis.
CARTESIAN COORDINATES (ANGSTROEM)
O -1.155 1.285 -1.145  -0.67
N 1.548 2.284 -0.061  -1.13
C -0.477 -2.127 1.103  -0.65
C -0.170 0.557 -0.592  0.51
C 0.346 0.845 0.672  -0.25
C -1.125 -0.776 0.923  -0.48
C 0.498 -0.338 -1.579  -0.68
H 1.100 2.962 -0.678  0.33
H 1.333 -0.866 -1.128  0.23
H 0.376 -2.076 1.784  0.20
H 1.163 0.259 1.057  0.24
H -1.454 -0.346 1.868  0.20
H -1.507 1.916 -0.504  0.49
H -1.169 -2.866 1.522  0.22
H -0.126 -2.536 0.151  0.20
H -0.225 -1.065 -1.956  0.23
H 2.328 1.896 -0.590  0.33
H -0.160 1.533 1.331  0.23
H 0.854 0.253 -2.422  0.25
H -1.978 -0.794 0.246  0.19


In terms of stability, 2) leads; the second structure lies 33.9 kcal/mol higher.